No. 1
91
Properties=species:S:1:pos:R:3:forces:R:3 method="wB97M-V/def2-TZVPD" homo_energy_ev=-0.78 total_charge=-1
C 6.2736 2.5325 0.7358 -0.02 -1.28 -0.08
C 5.8989 0.9219 0.7501 0.06 0.77 -0.50
C 4.4439 0.7503 1.4825 -0.43 -2.45 0.09
C 3.3150 0.3994 0.2918 5.88 3.37 -2.28
O 2.0776 -0.0550 0.6077 4.92 -4.69 -1.72
N 0.9075 0.4088 0.7807 -4.23 1.01 3.61
B 1.0320 1.8334 1.3841 -2.50 6.07 1.64
O 0.0591 2.4028 2.3939 0.58 -1.62 -3.09
O 2.0377 2.8806 1.2167 0.69 -2.90 1.52
C 0.5358 -0.5526 1.9607 -0.76 -2.93 3.46
C 1.4429 -0.3268 3.3037 0.47 0.36 1.36
C 0.8496 -2.1471 1.5490 -1.09 -1.06 -1.53
S 2.4463 -2.8990 2.1321 0.52 0.36 -0.14
C 3.5996 -3.4005 0.7624 1.24 -1.10 -0.94
C 3.2446 -4.9645 0.3543 0.15 0.12 1.03
C -0.9983 -0.5322 2.4675 -1.99 0.10 1.15
N -1.2262 0.0590 3.8869 -6.83 1.97 -1.22
C -2.5661 0.4301 3.9222 2.09 -2.57 0.52
S -4.2844 0.4569 3.9782 5.36 0.10 -0.19
O -1.8456 0.3146 1.6584 2.71 -0.06 -1.80
C -1.6774 0.1142 0.1964 -3.46 -1.15 0.89
C -2.3327 -1.3738 0.0812 0.42 -2.44 -0.18
C -2.8489 1.1125 -0.3576 -0.40 1.87 1.46
C -4.4016 0.6301 -0.0720 -0.78 1.11 -0.06
C -5.1584 -0.0922 -1.3324 -1.47 -0.70 0.65
C -5.6584 -1.6202 -0.8699 -0.52 0.01 0.63
O -5.1233 -2.6922 -1.7222 0.97 0.19 1.74
C -0.1259 0.3676 -0.3790 -0.84 0.17 -1.69
C 0.0582 -0.6599 -1.6155 -0.67 -2.79 -1.65
Br 1.8873 -1.4486 -2.1215 -0.22 0.52 0.66
C -0.4523 -0.2438 -3.1142 -0.38 -1.40 -1.95
C -2.0341 -0.2070 -3.4668 -0.58 0.56 -1.72
P 0.1055 2.0266 -1.2395 -1.46 0.61 0.05
C -0.8288 3.5805 -0.8861 -0.50 3.13 -0.22
C -1.7522 3.9964 -2.2220 0.83 0.54 -0.43
C 1.6056 2.5702 -2.0988 3.21 2.63 -0.80
C 2.5741 1.7390 -3.0673 2.01 -0.15 -0.95
H 6.8030 2.7481 1.7700 -1.15 0.05 -2.32
H 6.9597 2.7324 -0.1935 -1.12 -0.12 2.05
H 5.2616 3.1107 0.5880 2.11 -0.92 0.46
H 5.8869 0.5805 -0.3903 -0.35 0.52 2.41
H 6.7542 0.2608 1.2551 -2.01 1.60 -0.92
H 4.5111 -0.2575 2.1190 -0.26 2.30 -1.05
H 4.1177 1.6377 2.1699 0.89 -1.64 -1.39
H 3.9268 -0.4132 -0.3440 -2.06 1.40 1.45
H 3.3998 1.3733 -0.3975 -0.82 -2.04 1.38
H -0.7866 2.6778 1.9350 1.16 -0.86 0.95
H 2.4597 3.0538 2.1265 -1.15 -0.07 -1.85
H 1.1571 -1.2289 4.0366 0.68 1.96 -1.80
H 2.5994 -0.3203 3.1644 -2.27 -0.43 -0.21
H 1.2391 0.6186 3.9635 -0.27 -1.57 -1.68
H 0.0354 -2.8960 2.0040 1.60 2.16 -0.80
H 0.7904 -2.3507 0.4015 0.06 0.62 2.02
H 3.6781 -2.6706 -0.1465 -0.52 -1.36 1.73
H 4.6953 -3.4479 1.2354 -2.49 0.44 -0.76
H 2.0987 -5.1276 0.5669 2.32 0.18 -0.84
H 3.5802 -5.2628 -0.7263 -0.74 0.61 2.05
H 3.8268 -5.6351 1.1522 -1.33 1.31 -1.88
H -1.5103 -1.5965 2.6521 1.55 1.91 -1.21
H -1.5624 -2.2739 0.2436 -1.50 2.02 -0.37
H -2.8829 -1.6291 -0.9123 1.08 0.73 1.64
H -3.1318 -1.6016 0.9428 1.73 0.77 -1.92
H -2.7254 1.5257 -1.4299 -0.10 -1.15 1.74
H -2.7838 2.0818 0.3450 0.17 -2.05 -1.49
H -5.0341 1.6308 0.1113 1.69 -1.93 -0.37
H -4.5331 0.0541 0.9666 0.51 1.02 -2.54
H -6.1838 0.4811 -1.5509 2.34 -0.97 0.51
H -4.5789 -0.0809 -2.3448 -0.84 -0.16 2.03
H -5.4076 -1.8229 0.2800 -0.50 0.19 -2.35
H -6.8377 -1.6843 -0.9387 2.35 0.24 0.00
H -4.5676 -3.3158 -1.1331 -1.39 1.30 -0.53
H -0.4014 -1.7604 -1.4905 0.50 3.01 0.47
H 0.0446 0.6647 -3.6340 -0.74 -1.44 1.48
H -0.0855 -1.1620 -3.8013 -0.68 1.92 1.86
H -2.1234 -0.4846 -4.6316 0.42 0.52 2.51
H -2.7127 -1.0029 -2.9537 1.36 1.68 -0.58
H -2.4953 0.8957 -3.4644 0.93 -2.54 0.52
H -1.4102 3.7059 0.1245 1.03 -0.70 -2.11
H -0.0447 4.4876 -0.8445 -1.37 -2.20 0.14
H -2.6199 4.7364 -1.9605 1.53 -1.61 -0.40
H -2.1067 3.0654 -2.8361 0.45 1.78 1.44
H -1.0264 4.5986 -2.9549 -1.56 -1.31 1.54
H 2.3488 3.1029 -1.3227 -1.51 -1.16 -1.45
H 1.2874 3.5098 -2.7800 0.14 -2.19 1.59
H 2.1164 1.1198 -3.9392 0.45 1.16 1.79
H 3.3702 1.0226 -2.5376 -2.13 1.58 -0.92
H 3.2741 2.5461 -3.6102 -1.63 -1.60 1.21
C -4.8998 -4.0746 1.9120 -1.66 -0.73 1.99
O -3.9904 -4.0127 1.0990 3.77 0.71 -3.60
O -5.8136 -3.2493 2.0230 -2.77 4.69 -1.07
O -5.0469 -4.9722 2.7495 1.11 -3.87 2.16



No. 2
83
Properties=species:S:1:pos:R:3:forces:R:3 method="wB97M-V/def2-TZVPD" homo_energy_ev=-4.93 total_charge=-1
F 0.8216 -1.1144 0.1525 0.27 -0.69 -3.02
C 0.6490 -1.2795 -1.2704 -0.53 -0.38 -0.48
F 0.6205 -2.6719 -1.5769 0.68 3.06 1.02
F 1.7721 -0.7068 -1.9589 -2.56 -1.58 2.16
C -0.7447 -0.5812 -1.6614 1.03 1.25 -0.73
C -2.1156 -1.4538 -1.4591 -0.66 0.47 -0.28
O -2.9029 -1.0733 -2.6344 1.77 -0.28 1.86
B -1.8504 -0.8492 -3.6413 -0.27 -0.59 -1.26
C -1.3178 -2.2590 -4.3190 1.99 -3.22 -1.43
C -0.0310 -2.2574 -5.1784 0.21 -2.21 -0.79
C 0.5859 -3.4863 -5.9163 -4.71 -0.17 3.23
C -0.2656 -4.7945 -5.6614 -0.23 3.77 1.16
C -1.4924 -4.6244 -4.7493 1.34 -0.02 -1.08
N -2.0332 -3.4768 -4.1103 3.69 -0.20 -2.57
O -0.7022 -0.1188 -3.0519 -0.57 -1.46 2.40
H -0.7264 0.4105 -1.0933 -0.23 -1.56 -0.07
H -2.6763 -1.1422 -0.5019 0.92 -0.25 -1.37
H -2.0244 -2.5945 -1.4242 0.49 1.56 -0.14
H -2.2902 -0.2641 -4.5792 -0.36 0.68 -0.52
H 0.5205 -1.2526 -5.2838 -0.97 -1.69 0.27
H 1.5360 -3.4609 -6.5379 -1.46 0.04 0.95
H 0.0345 -5.7994 -6.1397 -0.71 1.76 1.03
H -2.0732 -5.6044 -4.5507 0.91 1.75 -0.30
C 1.3054 2.9993 -10.3797 -0.10 0.02 -0.18
C 0.1418 2.9601 -9.3982 0.08 0.07 0.12
C 0.5097 2.3477 -8.0456 -0.13 -0.01 0.08
C 0.9560 0.8838 -8.0891 0.10 -0.04 -0.09
C -0.0535 -0.0902 -8.6988 0.00 -0.02 0.06
C -1.3614 -0.1687 -7.9236 -0.03 -0.04 -0.06
H 1.6598 1.9957 -10.6263 0.02 0.06 0.03
H 0.9951 3.4785 -11.3127 0.10 -0.03 0.02
H 2.1426 3.5707 -9.9693 0.00 -0.07 -0.01
H -0.6989 2.4217 -9.8461 0.02 -0.01 0.05
H -0.2052 3.9860 -9.2303 -0.03 -0.08 0.00
H -0.3468 2.4470 -7.3713 0.06 -0.04 -0.01
H 1.3154 2.9401 -7.5956 -0.04 0.00 -0.04
H 1.1835 0.5618 -7.0667 -0.05 0.02 -0.05
H 1.8977 0.8058 -8.6443 0.00 0.03 0.03
H 0.3978 -1.0880 -8.7215 0.01 0.06 -0.01
H -0.2609 0.1758 -9.7414 0.08 0.02 -0.01
H -1.1807 -0.4713 -6.8896 -0.12 0.05 -0.06
H -2.0259 -0.9063 -8.3809 -0.01 0.03 0.10
H -1.8849 0.7906 -7.9170 0.01 -0.04 0.04
C -0.9748 0.4866 5.8294 -0.01 0.18 0.08
C -2.3972 0.2101 5.3618 -0.01 -0.17 0.03
C -2.4766 -0.8359 4.2485 -0.12 0.01 -0.06
C -1.7658 -0.4605 2.9451 0.13 0.03 0.02
C -2.2369 0.8409 2.2945 0.03 -0.08 -0.06
C -3.7001 0.8121 1.8736 -0.02 0.13 0.00
H -0.3592 0.9003 5.0273 0.00 -0.06 0.05
H -0.9825 1.2124 6.6479 0.09 -0.05 -0.03
H -0.4993 -0.4282 6.1941 0.02 0.03 -0.05
H -2.8677 1.1453 5.0429 0.00 -0.04 -0.03
H -2.9799 -0.1504 6.2173 -0.01 0.05 -0.07
H -3.5307 -1.0472 4.0408 0.04 0.00 -0.01
H -2.0492 -1.7768 4.6150 -0.02 0.05 0.01
H -1.8993 -1.2805 2.2305 0.03 0.06 0.02
H -0.6875 -0.3923 3.1242 -0.05 -0.04 -0.02
H -1.6232 1.0259 1.4068 0.00 -0.02 0.09
H -2.0663 1.6889 2.9668 0.03 -0.04 0.01
H -3.8842 -0.0042 1.1705 -0.04 0.05 0.05
H -3.9681 1.7502 1.3810 -0.06 -0.10 -0.01
H -4.3650 0.6861 2.7318 -0.01 -0.02 -0.04
C 4.8540 2.2525 8.6920 0.15 -0.07 0.09
C 4.2415 1.0065 8.0668 -0.05 0.08 -0.13
C 2.7504 1.1533 7.7586 -0.05 -0.13 -0.05
C 1.8498 1.3908 8.9740 0.05 0.11 0.07
C 1.9199 0.3178 10.0616 -0.08 0.05 -0.03
C 1.4706 -1.0568 9.5849 0.07 -0.08 0.11
H 4.4011 2.4838 9.6591 0.02 0.03 -0.05
H 5.9249 2.1037 8.8562 -0.06 0.09 0.01
H 4.7306 3.1187 8.0363 -0.02 -0.02 0.06
H 4.4148 0.1448 8.7189 -0.04 0.01 -0.02
H 4.7686 0.7934 7.1303 -0.06 -0.05 0.08
H 2.4134 0.2586 7.2251 -0.02 0.05 0.01
H 2.6134 1.9874 7.0607 0.02 -0.05 0.03
H 0.8140 1.4720 8.6251 0.05 -0.02 0.02
H 2.0915 2.3605 9.4227 -0.01 -0.03 -0.04
H 1.2768 0.6250 10.8933 0.08 0.02 -0.02
H 2.9345 0.2504 10.4681 -0.03 0.05 -0.03
H 0.4440 -1.0207 9.2105 0.06 -0.02 -0.04
H 1.5043 -1.7716 10.4112 -0.04 -0.02 -0.10
H 2.1152 -1.4386 8.7899 -0.07 0.00 0.01



No. 3
96
Properties=species:S:1:pos:R:3:forces:R:3 method="wB97M-V/def2-TZVPD" homo_energy_ev=-10.54 total_charge=+1
C -0.9975 -3.5507 2.8237 0.01 -0.35 -0.08
C -1.1953 -3.5557 1.2855 0.04 -0.12 0.16
B -2.1972 -2.4322 0.8170 0.12 -0.10 0.10
O -3.5145 -2.4823 1.1873 0.28 -0.25 -0.28
C -1.8329 -1.0522 0.0140 -0.51 -0.07 0.60
C -2.5042 0.1173 0.7765 0.10 0.11 0.19
C -2.2874 0.1675 2.2972 -0.30 0.18 0.23
C -2.7514 1.5099 2.8937 -0.27 -0.11 -0.19
O -0.8958 -0.0864 2.5686 0.39 0.05 0.05
N -0.3276 -0.9106 -0.0696 -0.18 -0.35 -0.84
C 0.2796 0.0020 -1.1316 0.41 0.49 0.22
C 1.8490 -0.1681 -0.8696 -0.24 -0.02 0.22
I 3.1527 1.5563 -1.2317 0.22 -0.48 -0.05
C 2.5736 -1.4342 -1.3290 0.29 -0.14 0.61
C 3.8528 -1.7135 -0.5067 0.09 0.24 -0.26
P 0.0927 1.9204 -0.8628 -0.13 0.91 -0.60
N -0.0094 2.1682 0.8121 0.04 -0.28 -0.21
O -1.4456 2.3361 -1.3278 0.06 0.01 0.32
C -0.4163 -0.1797 -2.5255 0.13 -0.27 -0.04
C 0.0385 -1.1849 -3.6430 0.00 0.44 0.11
F -0.9835 -1.2464 -4.5066 -0.66 -0.19 -0.22
F 0.2432 -2.4251 -3.1684 0.30 -0.10 0.28
C 1.2194 -0.7308 -4.5869 -0.29 -0.30 1.26
F 1.8849 0.2863 -4.0820 0.75 1.00 1.09
F 2.0436 -1.7076 -4.8153 1.17 -1.51 0.16
F 0.7697 -0.3399 -5.7255 -1.14 0.81 -2.08
O -1.8211 -0.3399 -2.3973 0.11 0.13 0.38
C -2.4340 -1.1631 -1.4045 -0.01 0.08 -0.16
P -2.8581 -2.9923 -1.7734 -0.24 -0.50 -0.08
N -2.7037 -3.1151 -3.4503 -0.44 0.47 0.00
O -4.5027 -2.9362 -1.5324 0.52 0.54 0.11
H -1.9535 -3.4283 3.3488 0.21 0.04 -0.06
H -0.2987 -2.7769 3.1384 -0.18 0.08 -0.02
H -0.5716 -4.5118 3.1353 -0.09 0.20 0.00
H -1.6427 -4.5223 1.0071 0.05 0.21 -0.04
H -0.2070 -3.5544 0.8071 -0.11 0.02 0.02
H -3.7821 -3.3847 1.4216 -0.05 0.33 0.13
H -3.5852 -0.0070 0.6379 0.20 -0.03 -0.01
H -2.2620 1.0869 0.3349 -0.04 -0.25 -0.06
H -2.8727 -0.6216 2.7885 0.19 -0.02 -0.30
H -3.3690 2.0587 2.1718 0.16 -0.03 0.12
H -1.8984 2.1391 3.1717 -0.13 -0.06 -0.03
H -3.3841 1.3496 3.7727 0.27 0.09 -0.05
H -0.6638 0.1950 3.4662 -0.26 -0.22 -0.23
H 0.0017 -0.6586 0.8724 -0.03 0.10 0.01
H 0.0479 -1.8530 -0.2388 0.00 0.07 0.15
H 1.9190 -0.1903 0.2279 -0.13 0.04 -0.19
H 1.9009 -2.2896 -1.1974 -0.04 0.03 -0.22
H 2.9055 -1.3716 -2.3560 -0.42 -0.06 -0.43
H 3.7606 -1.3975 0.5331 -0.06 -0.11 -0.07
H 4.6983 -1.1719 -0.9446 -0.13 -0.11 0.16
H 4.0906 -2.7804 -0.5287 -0.06 0.14 0.01
H 0.3851 1.4534 1.4098 -0.05 0.16 0.14
H -0.9293 2.4413 1.1362 0.08 -0.07 0.01
H -1.3311 3.1168 -1.8954 -0.21 -0.35 0.11
H -0.2971 0.7930 -3.0317 -0.09 -0.15 0.14
H -3.4242 -0.7120 -1.2900 0.09 0.02 -0.19
H -3.2820 -3.8763 -3.8027 0.35 -0.08 0.09
H -2.9967 -2.2704 -3.9370 0.15 -0.07 -0.07
H -4.8121 -2.0481 -1.2823 -0.30 -0.29 0.01
C 1.7974 -1.8716 6.0633 0.03 0.00 -0.04
C 3.0207 -1.1698 5.4861 -0.10 -0.09 0.13
C 2.7033 -0.3873 4.2066 0.28 -0.01 0.12
C 2.2967 -1.2692 3.1131 -0.15 0.12 -0.08
N 1.9540 -1.9497 2.2524 -0.10 0.12 -0.06
H 1.4082 -2.6245 5.3749 -0.01 0.01 -0.01
H 2.0482 -2.3745 6.9959 -0.02 -0.01 0.00
H 0.9985 -1.1570 6.2757 0.00 0.00 0.01
H 3.8054 -1.8987 5.2787 0.02 0.03 -0.03
H 3.4249 -0.4686 6.2168 0.01 0.03 -0.05
H 3.5744 0.1833 3.8772 -0.02 -0.03 -0.06
H 1.9029 0.3328 4.3943 -0.04 -0.03 -0.05
C 5.5468 5.6286 0.8086 0.03 -0.01 0.02
C 6.9784 5.2690 0.4308 -0.12 0.09 0.04
C 7.0714 3.9505 -0.3441 0.13 0.11 -0.02
C 6.6622 2.8051 0.4685 -0.03 -0.10 0.01
N 6.3416 1.9164 1.1217 -0.05 0.05 -0.01
H 5.1167 4.8850 1.4819 0.00 -0.02 -0.02
H 5.5134 6.5937 1.3130 -0.01 -0.01 0.00
H 4.9121 5.6924 -0.0779 0.00 0.00 0.00
H 7.5951 5.2065 1.3288 0.03 -0.02 -0.02
H 7.4039 6.0573 -0.1919 0.02 -0.04 -0.03
H 8.0936 3.7790 -0.6850 -0.01 -0.05 0.02
H 6.4413 3.9913 -1.2354 -0.03 -0.04 0.01
C -4.6304 2.2642 -3.7035 0.02 -0.03 0.03
C -5.1466 0.9092 -4.1702 0.08 0.11 -0.01
C -6.3604 0.4230 -3.3674 0.06 0.00 -0.21
C -6.0157 0.1746 -1.9710 -0.16 -0.03 0.11
N -5.7333 -0.0385 -0.8769 0.15 -0.04 -0.09
H -4.2695 2.2183 -2.6735 -0.01 -0.01 0.00
H -3.8031 2.5939 -4.3318 0.00 0.00 0.00
H -5.4141 3.0218 -3.7567 0.01 0.00 0.00
H -4.3452 0.1688 -4.1046 -0.03 -0.03 0.00
H -5.4403 0.9651 -5.2190 -0.03 -0.03 0.01
H -6.7538 -0.5030 -3.7906 -0.01 -0.02 0.08
H -7.1665 1.1582 -3.4014 0.01 0.02 0.05



| no. | electronic energy (eV) | gap between HOMO and LUMO (eV) | strongest force on any atom (hartree/bohr) |
| --- | --- | --- | --- |
| 1 | -148790.00407 | 1.8 | 0.140 |
| 2 | -42187.22159 | 7.1 | 0.111 |
| 3 | -87889.30912 | 8.6 | 0.049 |